Record 1
The following is a quantum chemistry calculation of CH3N in the gas phase at a distorted geometry, from the Open Molecules 2025 dataset.

Last column: Löwdin charge in e.
Cartesian coordinates (Å):
C (-0.132, -0.065, -0.310)  -0.123
N (-0.156, 0.591, 0.846)  0.016
H (0.262, -1.088, -0.597)  0.077
H (-0.712, 0.267, -1.131)  0.024
H (0.738, 0.294, 1.191)  0.006

Summary:
spin multiplicity = 1
strongest force on any atom = 4.869 eV/Å
relative energy (zero: lowest compared OMol25 entry of this formula, charge and spin) = 18.3 kcal/mol
energy = -2574.035 eV
HOMO-LUMO gap = 11.1 eV
LUMO = 0.886 eV
E_HOMO = -10.22 eV


Record 2
The following is a quantum chemistry calculation of C20H35N3O2 in the gas phase, from the Open Molecules 2025 dataset.

Last column: Löwdin charge in e.
Cartesian coordinates (Å):
C (-1.257, -5.318, 4.827)  0.000
C (-0.122, -4.578, 4.149)  -0.505
O (0.925, -5.131, 3.870)  0.042
N (-0.316, -3.261, 3.900)  -0.069
C (-1.543, -2.515, 4.040)  -0.134
C (-2.066, -2.118, 2.656)  -0.167
N (-1.062, -1.322, 1.976)  -0.171
C (-1.532, -0.742, 0.733)  -0.168
C (-0.808, 0.580, 0.441)  -0.132
N (-1.235, 1.140, -0.829)  -0.055
C (-0.475, 0.803, -2.014)  -0.117
C (0.518, 1.901, -2.444)  -0.238
C (1.102, 1.604, -3.834)  -0.323
C (0.072, 1.830, -4.947)  -0.057
C (2.298, 2.469, -4.120)  -0.041
C (2.886, 3.278, -3.252)  -0.292
C (4.056, 4.141, -3.615)  -0.053
C (2.417, 3.380, -1.829)  -0.124
C (1.635, 2.131, -1.413)  -0.320
C (2.597, 0.953, -1.262)  -0.045
C (-2.401, 1.836, -0.834)  -0.498
C (-2.916, 2.318, -2.173)  0.016
O (-3.013, 2.050, 0.196)  0.047
C (0.155, -2.097, 1.813)  -0.162
C (0.690, -2.508, 3.183)  -0.120
H (-1.512, -4.852, 5.775)  0.083
H (-2.138, -5.344, 4.189)  0.081
H (-0.928, -6.337, 5.011)  0.083
H (-2.296, -3.090, 4.573)  0.110
H (-1.327, -1.601, 4.604)  0.131
H (-2.969, -1.516, 2.771)  0.125
H (-2.319, -3.033, 2.088)  0.132
H (-1.403, -1.435, -0.118)  0.128
H (-2.596, -0.518, 0.827)  0.120
H (0.269, 0.432, 0.425)  0.098
H (-1.061, 1.289, 1.232)  0.131
H (-1.164, 0.602, -2.836)  0.107
H (0.067, -0.124, -1.816)  0.125
H (-0.034, 2.844, -2.510)  0.140
H (1.413, 0.551, -3.872)  0.148
H (-0.266, 2.865, -4.942)  0.087
H (0.521, 1.625, -5.917)  0.077
H (-0.793, 1.181, -4.837)  0.067
H (2.669, 2.406, -5.135)  0.115
H (4.935, 3.846, -3.043)  0.082
H (4.288, 4.064, -4.674)  0.075
H (3.842, 5.183, -3.377)  0.082
H (1.785, 4.267, -1.721)  0.130
H (3.277, 3.516, -1.169)  0.121
H (1.165, 2.329, -0.444)  0.133
H (2.075, 0.023, -1.054)  0.063
H (3.282, 1.142, -0.438)  0.085
H (3.185, 0.822, -2.167)  0.084
H (-3.224, 1.469, -2.781)  0.087
H (-2.170, 2.889, -2.717)  0.068
H (-3.785, 2.945, -1.990)  0.087
H (0.904, -1.486, 1.306)  0.114
H (-0.023, -3.005, 1.207)  0.134
H (1.574, -3.139, 3.080)  0.121
H (0.938, -1.611, 3.760)  0.131

Summary:
spin multiplicity = 1
strongest force on any atom = 0.572 eV/Å
relative energy (zero: lowest compared OMol25 entry of this formula, charge and spin) = 39.3 kcal/mol
energy = -29874.412 eV
HOMO-LUMO gap = 9.5 eV
LUMO = 0.711 eV
E_HOMO = -8.77 eV


Record 3
The following is a quantum chemistry calculation of C3H4Cl2S in the gas phase at a distorted geometry, from the Open Molecules 2025 dataset.

Last column: Löwdin charge in e.
Cartesian coordinates (Å):
S (-1.384, -0.859, 1.667)  0.729
C (-0.728, -0.062, 0.080)  -0.698
C (0.445, 0.939, -0.057)  -0.207
C (0.379, -0.433, -0.838)  -1.171
Cl (-0.292, 0.087, -2.493)  0.580
Cl (1.591, -1.560, -0.479)  0.708
H (-0.142, -1.212, 1.925)  -0.183
H (-1.545, 0.268, -0.424)  0.006
H (0.896, 0.699, 0.903)  0.053
H (0.779, 2.132, -0.284)  0.183

Summary:
spin multiplicity = 1
strongest force on any atom = 4.222 eV/Å
relative energy (zero: lowest compared OMol25 entry of this formula, charge and spin) = 57.2 kcal/mol
energy = -39052.896 eV
HOMO-LUMO gap = 10.1 eV
LUMO = 0.555 eV
E_HOMO = -9.54 eV


Record 4
The following is a quantum chemistry calculation of a molecular structure, C25H29F3N6O5STi, from the Open Molecules 2025 dataset.

Last column: Löwdin spin population.
Cartesian coordinates (Å):
Ti (-0.565, -0.231, 0.166)  0.978
C (0.229, -3.368, -0.245)  0.004
O (-0.079, -2.169, -0.952)  0.010
C (0.695, -1.921, -2.087)  0.019
C (1.402, -2.896, -2.757)  -0.001
C (2.119, -2.544, -3.899)  0.030
C (2.100, -1.234, -4.345)  -0.001
C (1.382, -0.261, -3.664)  0.028
C (0.675, -0.588, -2.509)  0.009
N (-0.069, 0.297, -1.728)  0.150
N (-0.152, 1.527, -2.259)  0.359
C (-1.036, 2.396, -1.709)  -0.008
C (-2.031, 2.095, -0.755)  0.117
O (-2.136, 0.905, -0.167)  0.099
C (-2.964, 3.092, -0.382)  -0.006
C (-2.889, 4.370, -0.846)  0.113
C (-1.846, 4.746, -1.738)  0.004
C (-1.699, 6.081, -2.179)  0.016
C (-0.685, 6.437, -3.026)  -0.014
C (0.221, 5.458, -3.474)  0.021
C (0.097, 4.156, -3.065)  -0.012
C (-0.936, 3.764, -2.183)  0.032
H (-0.131, -4.238, -0.796)  0.000
H (-0.278, -3.308, 0.716)  0.001
H (1.302, -3.444, -0.074)  0.000
H (1.410, -3.919, -2.410)  -0.001
H (2.684, -3.299, -4.428)  0.002
H (2.654, -0.960, -5.234)  -0.001
H (1.356, 0.762, -4.008)  0.004
H (-3.737, 2.799, 0.320)  -0.003
H (-3.607, 5.117, -0.528)  0.007
H (-2.409, 6.822, -1.829)  0.001
H (-0.583, 7.464, -3.355)  -0.001
H (1.020, 5.736, -4.151)  0.002
H (0.791, 3.402, -3.407)  0.000
N (-2.459, -1.590, 0.263)  0.004
C (-3.480, -1.289, 1.287)  0.000
C (-2.994, -1.622, 2.689)  0.000
C (-1.941, -0.668, 3.233)  0.000
N (-0.696, -0.736, 2.456)  0.008
H (-2.819, -1.312, -0.646)  0.001
H (-2.306, -2.592, 0.220)  0.001
H (-4.402, -1.840, 1.081)  0.000
H (-3.700, -0.226, 1.204)  0.000
H (-2.609, -2.649, 2.718)  0.000
H (-3.853, -1.605, 3.363)  0.000
H (-1.758, -0.888, 4.289)  0.000
H (-2.320, 0.355, 3.175)  0.000
H (-0.296, -1.668, 2.535)  0.002
H (0.024, -0.139, 2.863)  0.001
F (4.638, -1.943, 2.293)  0.000
C (3.535, -2.070, 1.561)  0.000
F (3.882, -2.395, 0.314)  0.000
F (2.810, -3.085, 2.061)  0.000
S (2.559, -0.513, 1.587)  0.001
O (3.432, 0.477, 1.030)  0.001
O (2.146, -0.364, 2.959)  0.001
O (1.439, -0.902, 0.699)  0.010
C (1.878, 4.747, 0.061)  0.000
N (1.121, 3.668, 0.669)  0.001
C (0.150, 3.794, 1.636)  0.002
C (-0.372, 2.553, 1.805)  0.003
N (0.266, 1.669, 0.964)  0.000
C (1.156, 2.382, 0.300)  0.006
H (2.325, 5.367, 0.835)  0.000
H (1.225, 5.348, -0.573)  0.000
H (2.667, 4.316, -0.549)  0.000
H (-0.087, 4.740, 2.088)  0.000
H (-1.179, 2.248, 2.448)  0.000
H (1.822, 2.002, -0.456)  0.001

Summary:
spin multiplicity = 3
strongest force on any atom = 0.134 eV/Å
relative energy (zero: lowest compared OMol25 entry of this formula, charge and spin) = 0.0 kcal/mol
energy = -87680.752 eV
HOMO-LUMO gap (spin up / spin down) = 5.9 / 7.2 eV
LUMO (spin up / spin down) = 0.080 / -0.014 eV
E_HOMO (spin up / spin down) = -5.82 / -7.21 eV
expectation value of S² = 2.041


Record 5
The following is a quantum chemistry calculation of a molecular structure, C18H31N2OPRuSi at a distorted geometry, from the Open Molecules 2025 dataset.

Last column: Löwdin spin population.
Cartesian coordinates (Å):
Ru (-0.188, -0.039, 0.063)  1.501
Si (-1.870, 0.984, -0.826)  0.080
P (-1.520, -1.240, 1.220)  0.031
N (0.523, -1.476, -1.072)  0.716
H (0.243, 0.905, 2.786)  0.075
C (-0.739, -2.307, 2.490)  -0.001
H (-1.504, -2.888, 3.037)  0.000
H (-0.182, -1.656, 3.181)  0.003
H (-0.040, -2.994, 1.988)  0.000
C (-2.897, -0.462, 2.159)  0.021
H (-3.438, -1.252, 2.702)  0.003
H (-3.584, 0.045, 1.466)  0.000
H (-2.484, 0.269, 2.869)  0.002
C (-2.432, -2.519, 0.224)  0.000
H (-3.119, -3.055, 0.881)  -0.001
H (-1.693, -3.200, -0.201)  0.001
H (-2.977, -2.016, -0.574)  0.000
C (-2.651, 2.597, -0.191)  0.046
H (-1.862, 3.350, -0.076)  -0.001
H (-3.165, 2.388, 0.754)  0.000
H (-3.361, 2.866, -0.989)  0.005
H (-1.249, 1.363, -2.126)  -0.008
H (-3.011, 0.106, -1.083)  -0.001
C (0.526, -2.163, -2.210)  0.066
C (1.550, -3.808, -3.515)  -0.006
C (1.563, -3.099, -2.356)  0.117
C (-0.476, -1.885, -3.151)  0.120
C (-0.442, -2.634, -4.295)  -0.006
C (0.555, -3.603, -4.491)  0.152
H (2.308, -4.546, -3.684)  -0.004
H (2.294, -3.199, -1.567)  0.006
H (-1.209, -1.114, -2.952)  0.005
H (-1.200, -2.473, -5.044)  -0.004
H (0.552, -4.219, -5.421)  0.009
C (0.253, 1.918, 2.565)  0.163
O (-0.097, 2.360, 1.366)  0.731
C (1.753, 1.705, 2.856)  0.095
H (1.920, 2.025, 3.907)  0.008
H (2.351, 2.235, 2.110)  0.004
H (1.953, 0.604, 2.799)  0.003
C (-0.423, 2.596, 3.785)  0.006
H (-0.155, 2.062, 4.718)  0.000
H (-1.517, 2.699, 3.792)  0.000
H (-0.084, 3.626, 3.956)  0.003
C (3.781, 2.541, -1.469)  0.004
C (3.910, 1.215, -1.137)  0.001
C (2.813, 0.504, -0.667)  0.008
N (1.596, 1.100, -0.585)  0.029
C (1.460, 2.405, -0.878)  0.010
C (2.546, 3.158, -1.334)  0.002
H (4.609, 3.105, -1.833)  0.000
H (4.847, 0.683, -1.221)  0.000
H (2.851, -0.572, -0.408)  0.002
H (0.448, 2.820, -0.760)  0.002
H (2.362, 4.184, -1.555)  0.000

Summary:
spin multiplicity = 5
strongest force on any atom = 5.006 eV/Å
energy = -43938.777 eV
HOMO-LUMO gap (spin up / spin down) = 6.1 / 5.3 eV
LUMO (spin up / spin down) = 0.521 / -1.966 eV
E_HOMO (spin up / spin down) = -5.55 / -7.22 eV
expectation value of S² = 6.072


Record 6
The following is a quantum chemistry calculation of a gas-phase ion, C20H18NO4 (charge +1) at a distorted geometry, from the Open Molecules 2025 dataset.

Last column: Löwdin charge in e.
Cartesian coordinates (Å):
C (-0.588, 3.128, -5.035)  -0.049
O (-1.442, 2.111, -4.521)  -0.108
C (-0.964, 1.435, -3.431)  -0.197
C (0.252, 0.774, -3.551)  0.044
C (0.893, 0.062, -2.537)  0.009
C (0.354, 0.046, -1.250)  -0.073
C (-0.933, 0.697, -1.085)  -0.050
C (-1.503, 0.635, 0.177)  0.111
N (-1.026, -0.289, 1.139)  -0.043
C (-1.984, -1.329, 1.536)  -0.012
C (0.364, -0.651, 1.082)  -0.072
C (0.999, -1.134, 2.256)  -0.084
C (0.351, -1.036, 3.562)  0.051
C (0.982, -1.413, 4.679)  -0.191
O (0.362, -1.276, 5.931)  0.068
C (2.336, -2.011, 4.623)  -0.269
O (2.858, -2.453, 5.641)  0.163
C (3.017, -2.015, 3.304)  0.066
C (2.330, -1.594, 2.176)  -0.200
C (2.991, -1.530, 0.926)  0.010
C (2.342, -1.084, -0.235)  0.011
C (1.034, -0.558, -0.159)  -0.098
C (-1.617, 1.356, -2.149)  -0.105
O (-2.813, 1.937, -1.852)  -0.066
C (-3.772, 2.342, -2.905)  0.003
H (-1.116, 3.791, -5.707)  0.095
H (0.266, 2.749, -5.601)  0.088
H (-0.197, 3.687, -4.169)  0.110
H (0.715, 0.750, -4.541)  0.139
H (1.782, -0.445, -2.791)  0.101
H (-2.456, 1.216, 0.322)  0.172
H (-2.719, -0.997, 2.222)  0.086
H (-2.466, -1.764, 0.651)  0.110
H (-1.515, -2.169, 2.068)  0.108
H (-0.678, -0.616, 3.592)  0.137
H (0.915, -1.605, 6.646)  0.103
H (3.792, -2.763, 5.571)  0.179
H (4.049, -2.388, 3.245)  0.126
H (4.021, -1.892, 0.818)  0.125
H (2.914, -1.050, -1.145)  0.106
H (-3.485, 3.254, -3.402)  0.083
H (-4.760, 2.538, -2.432)  0.108
H (-3.882, 1.554, -3.667)  0.106

Summary:
spin multiplicity = 1
strongest force on any atom = 9.621 eV/Å
relative energy (zero: lowest compared OMol25 entry of this formula, charge and spin) = 0.0 kcal/mol
net charge = +1
energy = -30703.801 eV
HOMO-LUMO gap = 5.9 eV
LUMO = -4.595 eV
E_HOMO = -10.54 eV


Record 7
The following is a quantum chemistry calculation of a molecular structure, C3H4LiO3Sc at a distorted geometry, from the Open Molecules 2025 dataset.

Last column: Löwdin charge in e.
Cartesian coordinates (Å):
O (-0.001, 1.102, -0.773)  0.118
C (1.048, 1.171, 0.054)  -0.678
C (-1.009, 0.172, -0.547)  -0.175
O (1.904, 2.030, -0.144)  0.101
O (1.191, 0.266, 0.952)  -0.184
C (-0.979, -1.050, -1.117)  0.054
H (-1.851, 0.564, 0.028)  0.147
H (-1.494, -1.035, 1.682)  0.023
H (-0.193, -1.326, -1.824)  0.118
H (-1.844, -1.701, -0.977)  0.108
Sc (0.249, -1.460, 1.334)  1.483
Li (2.979, 1.266, 1.332)  0.884

Summary:
spin multiplicity = 1
strongest force on any atom = 4.412 eV/Å
relative energy (zero: lowest compared OMol25 entry of this formula, charge and spin) = 0.0 kcal/mol
net charge = +2
energy = -30206.201 eV
HOMO-LUMO gap = 8.8 eV
LUMO = -10.237 eV
E_HOMO = -19.06 eV


Record 8
The following is a quantum chemistry calculation of 2 unconnected molecules or ions with the total composition C8H14NO4S at a distorted geometry, from the Open Molecules 2025 dataset.

Last column: Löwdin charge in e.
Cartesian coordinates (Å):
C (2.445, 1.806, 0.213)  -0.523
C (-0.894, -2.495, -0.302)  -0.206
C (-0.110, -2.431, 1.053)  -0.161
C (0.030, -2.058, -1.443)  -0.209
C (0.241, -0.929, 1.211)  -0.115
C (0.541, -0.589, -1.350)  -0.095
C (0.982, -0.234, 0.081)  -0.235
C (1.639, 3.099, 0.511)  -0.009
N (1.754, 0.687, 0.454)  0.184
O (-3.621, 2.191, -0.480)  -0.363
O (3.670, 1.883, 0.041)  -0.019
O (-2.109, 0.799, 0.864)  -0.541
O (-1.164, 2.064, -1.051)  -0.529
S (-2.024, 2.118, 0.174)  0.655
H (-1.333, -3.405, -0.600)  0.076
H (-1.717, -1.705, -0.234)  0.130
H (-0.805, -2.788, 1.740)  0.081
H (0.612, -3.101, 0.985)  0.047
H (0.958, -2.757, -1.486)  0.121
H (-0.468, -2.357, -2.467)  0.126
H (-0.668, -0.396, 1.130)  0.034
H (0.833, -0.700, 2.257)  0.167
H (1.432, -0.461, -1.900)  0.097
H (-0.252, 0.130, -1.557)  0.091
H (1.206, 2.933, 1.525)  0.082
H (2.289, 3.926, 0.533)  0.046
H (0.667, 3.080, -0.081)  0.060
H (-4.134, 1.690, 0.177)  0.008

Summary:
spin multiplicity = 1
strongest force on any atom = 5.592 eV/Å
relative energy (zero: lowest compared OMol25 entry of this formula, charge and spin) = 35.5 kcal/mol
net charge = -1
energy = -29038.907 eV
HOMO-LUMO gap = 8.3 eV
LUMO = 3.442 eV
E_HOMO = -4.84 eV